The following is a quantum chemistry calculation of C39H25F12N2O8STi as an isolated structure at a distorted geometry, from OMol25.

The geometry in XYZ format:
```
88
Properties=species:S:1:pos:R:3:forces:R:3:lowdin_charge:R:1
H 5.143267 -3.151381 3.962840 -0.1 0.1 0.0 0.11
C -4.858033 1.709219 1.613640 0.1 -0.1 0.1 -0.28
C 2.930267 2.033219 0.317440 -0.5 -0.1 0.1 -0.34
C 2.928167 -0.882581 3.790740 -0.2 -0.1 0.0 0.10
C 2.469867 1.722419 -2.694660 0.1 0.1 0.1 -0.08
H -6.898833 1.663219 2.263940 -0.2 0.0 0.0 0.08
C -3.032433 -1.848781 3.097940 -0.5 -0.8 0.0 -0.54
C -0.873433 -0.189481 -5.660460 0.0 0.0 0.0 -0.05
O 1.444967 1.725419 3.509340 0.1 0.0 0.3 0.08
F -3.450333 -2.692181 -2.585560 0.2 0.0 -0.2 0.14
H 3.875867 5.402219 1.905940 0.0 0.0 0.0 0.10
C -3.998233 0.939919 2.382140 -0.1 0.2 -0.3 0.01
F -3.168533 -2.572581 1.986740 -0.1 0.1 0.0 0.17
C -1.461933 -2.402081 -1.183960 -0.5 -0.4 -0.7 -0.29
H 3.050467 -1.550381 -2.094760 0.0 -0.2 0.0 0.10
F -3.670433 -1.732081 -0.685760 0.0 0.1 0.1 0.18
C 1.177567 0.792319 2.776940 0.5 0.1 0.6 -0.60
O 4.681567 -2.382181 4.322940 0.1 0.0 0.1 0.07
C 3.614067 4.457319 1.450440 0.0 0.0 0.0 -0.09
F -1.399733 -4.366781 -2.621660 -0.3 0.0 -0.1 0.14
O 2.570967 -3.575381 -0.476260 0.0 0.1 0.2 0.10
C 3.362567 -2.786281 2.362840 -0.3 0.0 0.0 0.08
H 5.569967 3.631019 1.693340 0.1 -0.1 0.0 0.10
F -0.328633 -4.452081 -0.761460 0.0 -0.1 0.1 0.18
H -3.229533 1.399719 -1.328460 0.0 0.0 0.0 0.11
C -1.105833 0.103019 -1.375760 -0.2 -0.3 -1.1 -0.23
C 4.224567 2.244019 0.758140 0.1 -0.3 -0.1 -0.06
C 3.048767 -0.634581 -4.038960 0.0 0.0 -0.1 -0.07
H 2.479667 2.643019 -4.627160 0.0 0.1 0.0 0.10
C 2.645067 0.541619 -1.994360 -0.3 0.0 0.3 -0.29
S 2.399467 0.369919 -0.189660 1.1 1.9 -1.4 1.06
O 0.470667 0.809519 1.716440 -0.5 0.4 0.3 -0.14
H 4.937567 1.438819 0.668040 0.1 -0.1 0.1 0.11
C -1.787533 0.094419 4.146940 0.2 0.3 0.7 -0.54
C 2.926467 -0.639981 -2.661960 0.0 -0.1 0.2 -0.05
H 3.210267 -0.225581 4.598840 0.0 0.1 0.0 0.14
C -6.059533 2.358219 2.233740 0.0 -0.1 0.0 -0.06
F -0.672533 -0.408081 4.681240 0.2 -0.1 0.1 0.17
F -4.278233 -1.618981 3.550240 0.1 0.4 0.0 0.15
O -0.972733 -1.227381 2.408740 -1.0 -0.5 1.8 -0.15
C -4.580333 1.818919 0.256140 0.1 0.0 0.2 -0.05
C -0.903733 -0.074781 -4.167560 0.0 -0.1 0.1 -0.26
H 3.991467 -3.609181 2.052740 0.0 0.0 -0.1 0.13
H 3.013067 0.559519 -5.818960 0.0 0.0 -0.1 0.10
H -5.271433 2.340119 -0.393060 0.0 0.1 -0.1 0.11
F -1.606433 1.404819 4.003940 0.1 0.1 -0.2 0.18
C -1.174233 -1.148881 -2.016460 -0.1 0.4 0.2 -0.05
C 4.567367 3.460319 1.325940 0.0 0.0 0.0 -0.08
H -1.875833 -0.378581 -6.048460 0.0 0.0 -0.1 0.08
C 2.318767 4.238619 1.010140 0.0 0.1 -0.1 -0.07
H 1.570267 5.007319 1.133840 -0.1 0.0 0.0 0.11
C -2.983033 -2.686581 -1.319260 -0.6 0.1 -0.2 -0.54
C -0.674433 -3.628481 -1.746660 0.3 -0.5 -0.3 -0.54
O -1.241333 -2.326481 0.151040 -0.8 -1.0 -0.4 -0.16
H 0.952067 2.819019 0.158940 -0.2 0.0 0.0 0.11
C 2.894967 0.547519 -4.745160 0.0 0.0 -0.1 -0.10
H -0.610333 2.043119 -4.113160 0.0 0.1 -0.1 0.11
F 0.432667 -3.308181 -2.415560 0.1 0.1 -0.1 0.15
C -2.123733 -0.624281 2.802740 -1.0 0.2 0.7 -0.27
F -2.458233 -2.648381 4.012840 0.2 0.0 0.2 0.16
H -6.365633 3.237119 1.671040 -0.1 0.1 0.0 0.07
C -0.869733 1.239519 -2.153360 0.0 -0.2 0.2 -0.02
H -0.494733 0.727019 -6.104060 0.0 0.1 -0.1 0.07
C -0.772033 1.150519 -3.527960 -0.1 -0.1 0.1 -0.04
H 2.254867 2.641319 -2.167560 0.0 0.1 0.0 0.10
C -2.485433 0.592319 0.520140 -0.9 0.5 0.4 -0.19
C 1.971367 3.022319 0.449540 -0.1 0.0 -0.1 -0.09
Ti -0.162833 -1.048481 0.886440 1.1 1.4 -1.5 1.14
H -0.234833 -1.017481 -5.959660 0.1 0.0 -0.1 0.08
C -1.085333 -1.217081 -3.397360 0.0 0.3 0.0 0.03
N -1.301433 0.177319 -0.002160 -0.2 0.8 -0.3 -0.05
F -3.343133 -3.852881 -0.785260 0.1 -0.3 0.3 0.17
C -2.856133 0.337819 1.862340 0.1 0.0 -0.2 -0.04
C 3.652567 -2.046681 3.512340 -0.4 0.0 -0.4 -0.27
C 2.283467 -2.386981 1.592840 0.3 0.0 0.1 -0.14
H -4.240333 0.803219 3.424840 0.0 0.0 0.1 0.12
N 1.522067 -1.375481 1.970640 1.3 -0.5 0.8 0.01
H 3.259067 -1.554781 -4.561260 0.1 -0.1 0.0 0.10
H -0.804433 2.193419 -1.648260 0.0 0.1 0.0 0.12
C -3.426833 1.290419 -0.270460 0.2 -0.1 0.0 0.00
C 2.602967 1.722519 -4.073160 0.0 0.1 -0.1 -0.10
C 1.974867 -2.710181 0.130340 1.2 -1.0 0.2 -0.56
H -5.835933 2.661919 3.253240 -0.1 0.1 0.1 0.07
C 1.862567 -0.573681 2.966640 0.4 0.3 0.2 -0.13
H -1.175633 -2.166681 -3.903360 0.0 -0.1 0.0 0.13
O 1.119067 -1.873781 -0.342360 0.3 -0.6 -0.6 -0.18
O 3.535367 -0.477781 0.215540 0.6 -0.8 0.3 -0.42
F -2.736933 -0.040081 5.097640 -0.4 -0.2 -0.1 0.14
```
Forces are in eV/Å.

The energy above the lowest of the compared OMol25 structures with the same formula, charge and spin is 104.63 kJ/mol. Its net charge is -1. Its multiplicity is 1. The calculation puts the HOMO energy at -4.9 eV. The value obtained for the HOMO-LUMO gap is 7.23 eV.